45
Properties=species:S:1:pos:R:3:forces:R:3:mulliken_charge:R:1 method="wB97M-V/def2-TZVPD" gap_ev=7.0 e_homo_ev=-22.43 multiplicity=1 total_charge=+4 lumo_energy_ev=-15.5
W 0.1785 -0.5703 -0.5227 0.3535 -0.3363 0.1365 1.91
As -2.0397 -1.2273 0.6647 -0.1875 0.1285 0.0516 0.16
As 0.3363 0.2950 1.9950 -0.1142 -0.0623 -0.2048 0.23
O 2.6306 -3.7382 -1.0784 0.0780 -0.0112 -0.0331 -0.23
O 1.0117 -2.1705 -0.4397 -0.0407 0.0565 -0.0380 -0.64
O 1.0570 2.9463 -2.3029 0.0756 0.0492 -0.0510 -0.27
O 4.9248 -0.2789 -4.4555 0.0357 -0.0182 -0.0194 -0.38
O 0.2280 1.1649 -1.0646 0.1610 0.2218 -0.1262 -0.49
N 1.8346 -0.4176 -1.8266 0.0388 0.0333 -0.0098 -0.29
C -1.6249 2.3833 2.4579 0.1558 -0.0151 0.0551 -0.71
C 2.6331 -1.4854 -2.0525 0.0398 -0.0361 0.0064 0.61
C 1.7094 1.6085 2.2639 0.0664 0.0523 0.0382 -1.20
C -3.3674 -2.6224 0.6540 -0.0026 0.0563 -0.0207 -0.89
C -2.9170 2.9259 2.4632 -0.0635 -0.0134 -0.0167 -0.70
C 3.6778 -1.4656 -2.9222 0.0099 -0.0123 0.0000 -0.47
C 2.2520 -2.6636 -1.2291 -0.1952 0.0320 0.0804 -0.02
C 0.4180 -1.0777 3.3528 -0.0072 0.0103 0.0037 -0.95
C 1.1761 1.8269 -2.0485 -0.2329 -0.1105 0.1315 -0.09
C -3.8088 0.9751 1.3794 -0.0996 -0.1379 -0.0635 -0.50
C -1.5836 -1.0895 -1.7099 -0.1047 0.0507 -0.1419 -1.33
C 2.1039 0.7391 -2.4674 0.0275 0.0527 -0.0133 0.50
C 3.9411 -0.2508 -3.6285 -0.0602 0.0152 0.0258 0.71
C -1.4030 1.1415 1.9020 -0.1981 0.1303 0.0352 0.34
C -4.0018 2.2268 1.9298 0.0122 0.0140 0.0274 -0.80
C 3.1204 0.8866 -3.3641 0.0189 -0.0013 -0.0058 -0.41
C -2.5117 0.4323 1.3275 0.1916 -0.0810 0.2560 1.04
H 4.3036 -2.3367 -3.0865 0.0092 0.0100 -0.0078 0.60
H 0.9561 -0.6698 4.2103 0.0071 0.0313 -0.0176 0.45
H -3.4183 -2.9656 1.6935 0.0018 -0.0224 -0.0074 0.47
H 3.2910 1.8417 -3.8499 0.0065 -0.0029 -0.0040 0.51
H 2.6808 1.1141 2.2326 -0.0101 -0.0084 -0.0212 0.44
H -1.5163 -0.3016 -2.4698 0.0639 -0.0212 -0.0096 0.48
H 1.6464 2.4057 1.5261 -0.0268 -0.0120 -0.0152 0.42
H -4.6518 0.4287 0.9725 -0.0098 0.0320 -0.0104 0.46
H -1.3614 -2.0784 -2.1221 -0.0182 -0.0083 -0.0095 0.54
H -3.0497 -3.4297 -0.0044 0.0144 -0.0036 0.0134 0.44
H -0.5948 -1.3409 3.6588 0.0049 -0.0217 -0.0224 0.41
H -4.9932 2.6620 1.9558 -0.0024 -0.0031 0.0008 0.47
H 1.5632 2.0108 3.2703 -0.0088 0.0002 -0.0105 0.54
H -3.0774 3.8983 2.9151 -0.0027 0.0029 -0.0012 0.47
H -0.8282 2.9425 2.9339 0.0074 0.0064 -0.0324 0.48
H 0.9491 -1.9455 2.9642 0.0048 -0.0073 0.0235 0.40
H -2.6671 -1.0730 -1.4875 0.0104 -0.0463 0.0198 0.45
H -4.3283 -2.1972 0.3575 0.0019 0.0001 -0.0010 0.44
H 5.1211 0.5403 -4.9478 -0.0122 0.0071 0.0093 0.39

=====

42
Properties=species:S:1:pos:R:3:forces:R:3:nbo_charge:R:1 method="wB97M-V/def2-TZVPD" gap_ev=9.1 e_homo_ev=-8.53 smiles=CC(C)c1c(Oc2ccc(CN)cc2Cl)ccc2c1B(O)OC2 multiplicity=1 lumo_energy_ev=0.6
Cl -2.8795 1.6453 1.2379 -1.4193 -0.6120 -0.3267 0.05
O 0.5309 -4.9577 -1.9326 -1.1901 0.7518 -2.0864 -0.68
O -0.7192 -3.7627 -3.6647 0.8930 -1.0544 0.4841 -0.89
O -0.5346 0.8159 -0.2502 1.4109 0.1698 1.4266 -0.51
N 0.7434 3.9327 5.3161 -1.5248 0.5722 0.0740 -0.81
C 0.1734 -0.2004 -3.7024 -0.1413 0.4933 1.1163 -0.59
C -2.0233 -1.2773 -3.1635 -0.6292 1.1362 -0.3234 -0.63
C 0.0875 -0.4565 -0.2670 -1.1934 0.4174 -1.2049 0.34
C -1.1254 2.9885 2.6766 2.0566 0.7515 -0.9268 -0.22
C 1.0348 2.2774 1.0125 -0.6927 -1.4520 -0.6023 -0.25
C -0.2397 1.7218 0.7837 -0.2366 0.3092 -0.1072 0.27
C 0.2390 -2.5271 -1.5259 -0.6277 -1.1265 -0.4766 -0.36
C 0.3559 4.5024 4.0326 1.3781 0.8568 -0.8602 -0.24
C 0.7852 -1.0994 0.7083 0.6353 0.2224 2.0200 -0.27
C -0.8182 -0.5500 -2.6013 -0.4095 2.1776 0.0605 -0.24
C 1.0881 -2.4481 0.6485 0.7861 -0.5047 1.1045 -0.20
C -0.1829 -1.1801 -1.4101 0.3293 -1.6362 -1.9269 -0.01
C 1.2036 3.1315 2.0613 -0.8279 1.4928 0.7825 -0.21
C 0.8150 -3.1795 -0.4516 -0.3313 0.1112 -0.9373 -0.03
C -1.3324 2.1969 1.5715 2.0142 -1.0340 -0.4164 -0.09
C 0.1536 3.5727 2.8651 -1.0805 -1.5626 0.4622 -0.02
C 0.9727 -4.6624 -0.6636 1.7466 0.0732 1.2622 -0.07
B 0.0101 -3.8019 -2.4874 -0.7296 1.1202 -0.7473 1.09
H -1.0168 0.4839 -2.2548 -0.9603 -0.6941 -0.1545 0.22
H 0.1123 3.1890 5.5728 -0.4200 -0.0221 0.1019 0.35
H 1.6121 3.4898 5.2813 1.8133 -0.5748 -0.2898 0.35
H 1.0883 -0.5629 1.5879 -0.0667 0.2163 0.4036 0.22
H -2.8058 -1.3363 -2.4039 -0.1345 -0.0471 -0.0982 0.20
H 2.1384 3.6038 2.2436 0.8879 0.1085 -0.0227 0.21
H 0.3335 -5.1967 0.0288 0.1916 -0.2933 0.4949 0.19
H -2.4256 -0.6886 -4.0526 0.4365 -0.8888 1.0216 0.20
H -0.5379 5.0854 4.1416 -0.5803 0.2383 0.3432 0.20
H -1.9379 3.1584 3.3280 -0.7712 0.5051 0.5855 0.22
H 1.1273 5.2542 3.7048 -0.4871 -0.6487 0.5442 0.20
H 0.9809 0.2946 -3.1748 0.7505 -0.1784 -0.3778 0.20
H 0.4432 -1.0649 -4.2521 0.7054 -0.7093 -0.6991 0.20
H -1.7122 -2.2779 -3.4410 -0.5658 0.4909 -0.2677 0.25
H 1.5441 -3.0486 1.4269 0.1879 0.8214 0.6830 0.21
H -0.2690 0.5618 -4.3278 -0.1916 -0.0291 -0.4786 0.21
H 2.0387 -5.0116 -0.6208 -0.8526 0.2893 0.5105 0.19
H 1.9187 2.0067 0.4395 -0.3933 -0.2023 -0.1731 0.23
H -0.9701 -4.6222 -4.0214 0.2340 -0.0549 0.0223 0.50

=====

38
Properties=species:S:1:pos:R:3:forces:R:3:nbo_charge:R:1 method="wB97M-V/def2-TZVPD" gap_ev="5.8 / 8.7" e_homo_ev="-5.90 / -8.83" multiplicity=5 s_squared=6.03 lumo_energy_ev="-0.1 / -0.2"
Fe -1.4151 -0.3543 -1.6257 -0.3914 -0.8782 -0.5546 0.93
C -0.8780 -2.1756 -2.2168 1.5054 -1.5748 0.2648 -0.32
C 1.9767 -1.0331 1.7111 0.4333 0.2295 0.0700 -0.25
C 1.6087 0.1038 -0.5163 -0.2776 -0.5126 0.0753 -0.45
C -2.9252 0.7128 -0.9247 -1.6190 2.3886 -0.7290 -0.34
C 2.9788 1.1441 1.3152 -0.0986 -0.5341 0.1818 -0.25
C -1.4620 -2.1760 -0.8921 1.2566 -1.5528 0.4930 -0.35
C 0.2429 -1.2760 -2.2226 1.8908 -1.7315 1.3911 -0.33
C -3.2681 0.0691 -2.1779 -1.3465 1.9925 -0.1642 -0.34
C 3.5998 -0.1433 3.2755 -0.1790 -0.1121 0.0576 -0.23
C 3.7234 1.0092 2.4874 -0.2732 -0.2104 0.1184 -0.19
C -1.3504 1.3889 -2.5330 -1.3020 1.6917 -0.0459 -0.34
C -0.6808 -1.2728 -0.0562 1.8421 -1.1937 0.5191 -0.35
C 2.1287 0.1033 0.9077 0.0811 -0.2089 -0.1045 0.08
C -2.2902 0.4732 -3.1732 -1.2042 1.7997 -0.3204 -0.34
C 0.3949 -0.7261 -0.8776 1.4233 -2.2132 0.2197 -0.12
C -1.7432 1.5246 -1.1366 -1.9678 1.9306 -0.5962 -0.34
C 2.7188 -1.1621 2.8885 -0.1002 0.3684 -0.1697 -0.20
B -1.9258 1.6345 2.7102 0.0513 0.1496 -0.0794 0.30
H 1.3247 -1.8382 1.3709 0.2516 0.1925 0.1604 0.23
H -2.2596 -2.8306 -0.5539 0.0751 0.3689 -0.1350 0.25
H -2.9868 1.5535 2.1050 0.7251 0.0647 0.4223 -0.11
H -1.1671 -2.8078 -3.0503 -0.1449 0.3096 0.1818 0.24
H -1.1738 2.5828 2.5196 -0.5397 -0.6341 0.0837 -0.10
H -1.6070 0.7820 3.5145 -0.1970 0.4078 -0.4367 -0.10
H -4.1636 -0.5184 -2.3666 0.4299 -0.0192 0.1437 0.25
H -1.3174 2.1837 -0.3826 0.0826 -0.3222 -0.2763 0.25
H 4.3986 1.8038 2.7940 -0.0973 -0.1160 -0.0320 0.21
H 4.1693 -0.2450 4.2090 -0.2108 0.0803 -0.5069 0.21
H 2.4077 -0.3531 -1.1042 0.1540 0.1658 -0.0921 0.23
H -0.8138 -1.0633 1.0116 -0.0791 -0.1260 -0.6469 0.25
H 2.5944 -2.0684 3.4807 0.1486 0.2744 -0.0145 0.21
H 1.5162 1.1125 -0.8814 -0.1338 0.6167 -0.0983 0.21
H -3.5007 0.6933 0.0006 0.3133 -0.2520 -0.3548 0.25
H -0.5542 1.9457 -3.0220 -0.1429 -0.3556 0.1841 0.25
H 0.9407 -1.0545 -3.0343 -0.4902 -0.1324 0.2417 0.24
H 3.0821 2.0273 0.6823 0.0238 -0.2116 0.1852 0.21
H -2.3237 0.2507 -4.2358 0.1071 -0.1399 0.3639 0.25

=====

44
Properties=species:S:1:pos:R:3:forces:R:3:nbo_charge:R:1 method="wB97M-V/def2-TZVPD" gap_ev=8.2 e_homo_ev=-9.60 multiplicity=1 lumo_energy_ev=-1.4
Br 2.2626 4.6528 0.5583 -0.2316 -0.9391 0.1981 0.08
Br -0.2502 4.5418 -1.4968 -0.1975 -0.9900 0.2346 0.07
F -4.1889 -1.0756 3.4754 0.2441 -0.0693 -0.0789 -0.37
O 2.1508 -2.5264 0.0988 -0.2562 0.3261 -0.0160 -0.55
O -2.3041 2.6455 0.9236 -0.2574 1.5816 0.8493 -0.51
O -1.5076 -0.9820 -2.5398 0.0737 -0.9710 -1.7426 -0.52
O -3.0708 -1.7364 -0.4937 -0.3945 0.3742 -0.3465 -0.67
O 0.8879 -3.0731 1.8587 -2.1525 -1.5311 0.5337 -0.53
C -1.4326 -0.2821 -1.5821 -0.3801 0.5786 1.1654 0.55
C 1.8067 -2.4986 1.4266 2.3305 1.5874 0.2907 0.82
C -2.6817 0.4081 0.4251 -0.0687 -0.0771 0.6604 -0.12
C 0.8407 0.9402 -2.3062 -0.5963 -0.9435 -1.2927 -0.46
C -1.9281 1.7094 0.2943 0.2176 -1.5165 -0.3453 0.60
C 1.1908 3.0539 0.4345 0.2070 0.0058 0.6535 -0.06
C 0.1730 2.9876 -0.4009 -0.4482 1.0873 -0.8090 -0.10
C -3.7148 0.1681 1.5305 0.7967 0.3277 -0.9463 -0.47
C 2.7414 -1.6915 2.3523 -0.4273 -0.0476 -0.9102 -0.74
C -3.2576 -0.9819 2.4313 -0.2983 0.1979 0.3530 0.06
C 1.4156 -1.6041 -1.9771 0.8503 -0.0388 -0.2554 -0.43
C -2.4388 -0.5357 -0.4698 1.0418 0.4685 -0.6554 0.22
C -0.6918 1.7962 -0.5871 -0.7471 0.2371 0.7051 -0.15
C -0.4319 0.8364 -1.4719 0.8403 0.1791 0.2801 -0.01
C 1.8289 -1.2582 -0.5435 -0.2970 -0.8912 -0.0489 -0.07
C 1.3437 -0.3915 -2.9417 0.0607 0.0150 0.3346 -0.39
C 1.5414 1.8759 1.3362 0.6500 0.8993 -0.2617 -0.66
H 3.4660 -2.4084 2.7604 -0.0414 0.3853 -0.0906 0.25
H 0.6374 1.3995 1.7334 0.2698 0.0064 -0.1687 0.23
H 0.5023 -2.2108 -1.9574 0.1482 0.3742 0.0599 0.23
H 1.6734 1.4083 -1.7679 -0.4992 -0.0576 0.2294 0.23
H 2.7189 -0.6139 -0.4726 -0.3701 0.0518 -0.1791 0.18
H -3.8311 1.1143 2.0732 -0.1449 -0.4288 0.0773 0.25
H -4.6460 -0.1108 1.0153 0.0893 0.1268 0.4450 0.23
H 0.6026 1.6203 -3.1455 0.1806 -0.0992 0.3098 0.25
H 3.2251 -0.9018 1.7632 0.2043 -0.2598 0.3897 0.21
H -3.5626 -1.7695 -1.3317 0.3405 -0.4252 0.0719 0.50
H -3.2432 -1.9534 1.9255 -0.0338 0.3300 -0.0365 0.19
H 0.7383 -0.6718 -3.8134 0.1028 0.1338 0.3179 0.23
H 0.9645 -0.8493 0.0104 0.4476 0.3017 -0.2300 0.18
H 2.3609 -0.1900 -3.3179 -0.3293 -0.0376 0.1198 0.21
H 2.1471 -1.2465 3.1575 0.1994 -0.2253 -0.1368 0.24
H 2.1536 1.1836 0.7394 -0.2797 -0.0308 0.3607 0.22
H 2.1669 2.2454 2.1597 -0.2818 -0.2651 -0.1270 0.24
H -2.2672 -0.8079 2.8794 -0.2894 0.1059 -0.1264 0.16
H 2.1979 -2.2783 -2.3678 -0.2729 0.1630 0.1640 0.22